1.
{
  "formula": "C4H11NO",
  "method": "the ωB97M-V functional and the def2-TZVPD basis",
  "orbital_gap_ev": 9.955,
  "spin_multiplicity": 1,
  "smiles": "CCN[C@@H](C)O",
  "homo_ev": -8.94,
  "e_lumo_ev": 1.0,
  "relative_energy_kcal_mol": 74.5,
  "species": ["C", "C", "N", "C", "C", "O", "H", "H", "H", "H", "H", "H", "H", "H", "H", "H", "H"],
  "coordinates": [[-2.08854, -0.64431, 0.25394], [-1.15754, 0.07890, -0.68920], [-0.05195, 1.11307, 0.16917], [0.81843, 0.08994, 0.44769], [1.78305, -0.51151, -0.54066], [1.82530, 1.31100, 1.23501], [-2.41874, 0.00691, 1.06508], [-2.97589, -0.99204, -0.28698], [-1.61439, -1.52890, 0.68663], [-1.67802, 0.85619, -1.25072], [-0.73178, -0.58025, -1.44780], [0.37192, 1.73315, -0.52090], [0.50164, -0.57852, 1.24724], [2.72360, -0.73932, -0.03554], [1.39063, -1.44252, -0.95911], [2.00021, 0.18613, -1.35265], [1.30206, 1.64207, 1.97878]],
  "mulliken_charge": [-1.115, -0.313, -0.441, 0.273, -1.250, -0.699, 0.306, 0.369, 0.295, 0.367, 0.291, 0.274, 0.339, 0.375, 0.367, 0.282, 0.282]
}

***

2.
{
  "formula": "C4H11NO",
  "method": "the ωB97M-V functional and the def2-TZVPD basis",
  "orbital_gap_ev": 8.891,
  "spin_multiplicity": 1,
  "smiles": "CC/C=C/N.O",
  "homo_ev": -7.95,
  "e_lumo_ev": 0.9,
  "relative_energy_kcal_mol": 36.1,
  "species": ["C", "C", "C", "C", "N", "H", "H", "H", "H", "H", "H", "H", "H", "H", "O", "H", "H"],
  "coordinates": [[1.40563, 0.96041, 1.54564], [0.56213, 1.39173, 0.34362], [-0.30128, 0.30724, -0.18228], [-1.20808, -0.32447, 0.60163], [-2.00944, -1.31388, 0.07269], [2.11954, 1.64934, 1.95978], [1.79332, -0.04416, 1.47456], [0.68394, 0.91046, 2.40904], [0.03127, 2.28697, 0.70714], [1.25671, 1.75037, -0.42956], [-0.31646, 0.20078, -1.25485], [-1.38607, -0.01291, 1.62008], [-2.52587, -1.89153, 0.70876], [-1.69663, -1.76547, -0.77111], [0.43855, -1.36689, -3.29511], [0.11755, -0.74908, -2.62595], [1.03519, -1.98893, -2.88409]],
  "mulliken_charge": [-1.154, -0.513, -0.297, -0.101, -0.464, 0.365, 0.336, 0.243, 0.246, 0.298, 0.357, 0.305, 0.220, 0.208, -0.670, 0.306, 0.313]
}

***

3.
{
  "formula": "C4H11NO",
  "method": "the ωB97M-V functional and the def2-TZVPD basis",
  "orbital_gap_ev": 10.999,
  "spin_multiplicity": 1,
  "smiles": "NC=O.CCC",
  "homo_ev": -10.10,
  "e_lumo_ev": 0.9,
  "relative_energy_kcal_mol": 30.5,
  "species": ["N", "C", "O", "H", "H", "H", "C", "C", "C", "H", "H", "H", "H", "H", "H", "H", "H"],
  "coordinates": [[-1.63176, 1.24721, 1.17699], [-2.40135, 0.82334, 0.13971], [-2.05540, 0.37052, -0.92180], [-0.60624, 1.34842, 1.09280], [-2.04631, 1.88149, 1.89199], [-3.51632, 0.89707, 0.36976], [0.69969, -1.48414, 0.64689], [0.89824, -0.93490, -0.93347], [1.63921, 0.48521, -0.88862], [0.13274, -0.73787, 1.24153], [-0.06733, -2.41979, 0.72302], [1.70216, -1.70425, 1.01037], [1.50116, -1.68951, -1.41515], [0.07293, -0.75563, -1.55916], [1.86056, 0.89681, -1.86055], [2.66466, 0.46787, -0.39560], [1.15335, 1.30814, -0.31869]],
  "mulliken_charge": [-0.297, 0.046, -0.471, 0.189, 0.247, 0.279, -0.878, -0.320, -0.999, 0.155, 0.225, 0.354, 0.368, 0.287, 0.332, 0.307, 0.178]
}

***

4.
{
  "formula": "C4H11NO",
  "method": "the ωB97M-V functional and the def2-TZVPD basis",
  "orbital_gap_ev": 10.055,
  "spin_multiplicity": 1,
  "smiles": "CN(C)CCO",
  "homo_ev": -9.08,
  "e_lumo_ev": 1.0,
  "relative_energy_kcal_mol": 36.6,
  "species": ["C", "N", "C", "C", "C", "O", "H", "H", "H", "H", "H", "H", "H", "H", "H", "H", "H"],
  "coordinates": [[-0.19015, 0.73923, -1.65867], [-0.22465, -0.09085, -0.47084], [-1.59615, -0.50809, -0.14692], [0.39680, 0.56387, 0.68187], [1.49466, -0.32185, 1.32916], [1.42319, -1.67341, 0.91379], [-0.45882, 1.79020, -1.47678], [0.76840, 0.65784, -2.17433], [-0.94409, 0.40264, -2.37154], [-2.06151, -0.88735, -1.05385], [-2.20073, 0.33852, 0.22191], [-1.54371, -1.31962, 0.57759], [-0.34016, 0.71912, 1.46012], [0.84842, 1.50573, 0.36599], [1.40154, -0.22235, 2.41462], [2.52482, 0.01425, 1.12873], [0.70213, -1.70791, 0.25913]],
  "mulliken_charge": [-1.096, -0.106, -1.086, -0.463, -0.414, -0.543, 0.371, 0.336, 0.308, 0.413, 0.356, 0.324, 0.330, 0.391, 0.246, 0.243, 0.389]
}

***

5.
{
  "formula": "C4H11NO",
  "method": "the ωB97M-V functional and the def2-TZVPD basis",
  "orbital_gap_ev": 9.449,
  "spin_multiplicity": 1,
  "smiles": "CN(C)CCO",
  "homo_ev": -8.46,
  "e_lumo_ev": 1.0,
  "relative_energy_kcal_mol": 36.0,
  "species": ["C", "N", "C", "C", "C", "O", "H", "H", "H", "H", "H", "H", "H", "H", "H", "H", "H"],
  "coordinates": [[0.67497, 1.88546, -0.54022], [0.09405, 0.54789, -0.52940], [-1.30115, 0.68099, -0.11055], [0.89588, -0.44340, 0.19644], [0.29144, -1.83678, 0.02908], [-0.40412, -2.16858, 1.25440], [0.10067, 2.52742, -1.20267], [0.77387, 2.33080, 0.46157], [1.70987, 1.86247, -0.89727], [-1.87571, 1.35704, -0.73992], [-1.42084, 1.01677, 0.92358], [-1.72540, -0.32264, -0.15403], [0.96517, -0.15066, 1.25531], [1.91089, -0.38551, -0.19575], [1.03983, -2.61733, -0.09405], [-0.41545, -1.87211, -0.79884], [-1.31395, -2.41181, 1.14232]],
  "mulliken_charge": [-1.007, -0.131, -0.924, -0.350, -0.715, -0.540, 0.313, 0.363, 0.319, 0.335, 0.332, 0.265, 0.336, 0.392, 0.280, 0.427, 0.303]
}

***

6.
{
  "formula": "C4H11NO",
  "method": "the ωB97M-V functional and the def2-TZVPD basis",
  "orbital_gap_ev": 3.467,
  "spin_multiplicity": 1,
  "homo_ev": -7.40,
  "e_lumo_ev": -3.9,
  "relative_energy_kcal_mol": 243.5,
  "species": ["C", "N", "C", "C", "C", "O", "H", "H", "H", "H", "H", "H", "H", "H", "H", "H", "H"],
  "coordinates": [[2.99971, -0.67309, -0.51346], [1.56859, -0.50183, -0.32906], [1.42490, 0.27052, 0.89232], [-1.46351, -0.50424, -0.72682], [-1.49147, 0.85982, -0.94623], [-3.06239, 0.36606, 1.11199], [3.19043, -1.40097, -1.34186], [3.52897, -1.03506, 0.28961], [3.51214, 0.29545, -0.79098], [1.34656, 1.32776, 0.67517], [0.44624, 0.07551, 1.41981], [2.20905, 0.25528, 1.65724], [-2.30777, -1.03206, -0.23113], [-0.46380, -0.87775, -0.60849], [-0.79769, 1.54969, -1.33919], [-2.13471, 1.29986, -0.22240], [-3.82820, 0.40858, 1.66492]],
  "mulliken_charge": [-0.894, -0.181, -0.877, -0.313, -0.458, -0.733, 0.312, 0.389, 0.294, 0.331, 0.327, 0.354, 0.305, 0.326, 0.336, 0.290, 0.190]
}